Entry from the OMol25 dataset: the molecule C3H5N3 (ωB97M-V/def2-TZVPD).

Geometry (Å):
H (2.72636, -1.23664, -0.24222)
N (2.02716, -0.51546, -0.07891)
C (0.84854, -0.97739, -0.22627)
C (-0.32974, -0.12792, -0.00231)
N (-1.64988, -0.66302, -0.17180)
C (-0.10349, 1.12004, 0.38566)
N (0.10024, 2.23100, 0.84449)
H (0.60067, -2.01100, -0.50128)
H (-2.18214, -0.15429, -0.86931)
H (-2.17928, -0.65454, 0.69355)
H (0.14156, 2.98923, 0.16841)

HOMO energy, Eh: -0.3209
E_LUMO, eV: 0.8
Kohn-Sham gap, hartree: 0.3521
SMILES string: [H]/N=C/C(N)=C=N
Energy above the lowest of the compared OMol25 structures with the same formula, charge and spin, kcal/mol: 46.4
Net charge: 0

Entry from the OMol25 dataset: the molecule C3H5N3 (ωB97M-V/def2-TZVPD).

Geometry (Å):
N (1.96181, 0.26136, -0.01621)
C (0.59822, 0.07234, -0.42439)
C (-0.33688, 1.26034, -0.29221)
N (-1.44745, 0.62836, 0.07912)
C (-1.26615, -0.76992, 0.31070)
N (-0.07814, -1.14671, 0.09466)
H (2.41463, -0.64475, 0.05075)
H (2.01652, 0.70617, 0.89236)
H (0.57145, -0.06773, -1.52464)
H (-2.33679, 1.09601, 0.20150)
H (-2.09722, -1.39547, 0.62835)

HOMO energy, Eh: -0.3309
E_LUMO, eV: 0.6
Kohn-Sham gap, hartree: 0.3526
Energy above the lowest of the compared OMol25 structures with the same formula, charge and spin, kcal/mol: 55.0
Net charge: 0

Entry from the OMol25 dataset: the molecule C3H5N3 (ωB97M-V/def2-TZVPD).

Geometry (Å):
N (-1.76968, -0.13594, 0.25368)
C (-0.42198, -0.15153, -0.25691)
C (0.59334, -1.20149, 0.06105)
C (1.73856, -0.40152, 0.20106)
N (1.52831, 0.94287, 0.15610)
N (0.27611, 1.12773, -0.03732)
H (-1.79384, -0.65788, 1.12541)
H (-2.39592, -0.59397, -0.39899)
H (-0.41389, -0.26733, -1.35902)
H (2.75652, -0.72337, 0.39019)
H (-0.09754, 2.06244, -0.13524)

HOMO energy, Eh: -0.3135
E_LUMO, eV: -0.4
Kohn-Sham gap, hartree: 0.2983
Energy above the lowest of the compared OMol25 structures with the same formula, charge and spin, kcal/mol: 92.2
Net charge: 0

Entry from the OMol25 dataset: the molecule C3H5N3 (ωB97M-V/def2-TZVPD).

Geometry (Å):
N (-1.72183, -0.57222, -0.24215)
C (-0.42598, -0.04596, -0.04240)
C (0.78368, -0.84115, -0.17105)
N (1.94361, -0.33611, 0.03727)
N (0.97527, 1.95768, 0.48070)
C (0.01211, 1.20184, 0.29863)
H (-2.33384, 0.03000, -0.77721)
H (-2.18909, -0.85611, 0.61093)
H (0.59727, -1.88587, -0.44477)
H (2.69546, -1.00664, -0.09082)
H (-0.33667, 2.35453, 0.34086)

HOMO energy, Eh: -0.2913
E_LUMO, eV: -0.3
Kohn-Sham gap, hartree: 0.2807
Energy above the lowest of the compared OMol25 structures with the same formula, charge and spin, kcal/mol: 109.9
Net charge: 0

Entry from the OMol25 dataset: a cluster of 2 separate species, C3H5N3 in total (ωB97M-V/def2-TZVPD).

Geometry (Å):
C (1.18294, 1.32963, -0.22523)
C (0.18872, 0.31724, -0.66087)
N (-0.46782, -0.13116, -1.54144)
N (-1.51624, -1.86610, -0.46854)
N (-1.07930, -1.47826, 0.63139)
C (-0.26128, -0.70938, 1.10807)
H (0.79671, 1.89861, 0.62468)
H (2.10881, 0.83890, 0.08873)
H (1.40436, 2.01479, -1.04733)
H (-2.46974, -1.51943, -0.60637)
H (0.09832, -0.68631, 2.13085)

HOMO energy, Eh: -0.3362
E_LUMO, eV: 0.5
Kohn-Sham gap, hartree: 0.3542
Energy above the lowest of the compared OMol25 structures with the same formula, charge and spin, kcal/mol: 102.2
Net charge: 0

Entry from the OMol25 dataset: a structure of composition C3H5N3 (ωB97M-V/def2-TZVPD).

Geometry (Å):
C (0.51989, -1.38518, 0.80951)
C (0.08281, -0.09801, 0.10920)
N (0.74232, 0.98477, 0.22775)
N (0.45742, 1.98381, -0.56374)
N (-1.12461, 1.37181, -1.42228)
C (-1.09923, 0.19422, -0.96687)
H (-0.34224, -1.95816, 1.16131)
H (1.08043, -2.02438, 0.11610)
H (1.18213, -1.22528, 1.67850)
H (0.28056, 2.80326, 0.04417)
H (-1.77948, -0.64685, -1.19364)

HOMO energy, Eh: -0.3440
E_LUMO, eV: 0.9
Kohn-Sham gap, hartree: 0.3755
Energy above the lowest of the compared OMol25 structures with the same formula, charge and spin, kcal/mol: 74.5
Net charge: 0

Entry from the OMol25 dataset: the molecule C3H5N3 (ωB97M-V/def2-TZVPD).

Geometry (Å):
C (0.95517, -0.05427, 1.54289)
N (0.10821, 0.40053, 0.41462)
C (-0.11377, -0.65474, -0.61156)
C (-1.00655, -0.29665, -1.50541)
N (-1.90694, 0.20882, -2.15293)
N (-0.35389, 1.51785, 0.33782)
H (1.18551, 0.84584, 2.11026)
H (0.39264, -0.76657, 2.15199)
H (1.86328, -0.52642, 1.15754)
H (0.46992, -1.56635, -0.60215)
H (-1.59358, 0.89195, -2.84306)

HOMO energy, Eh: -0.2933
E_LUMO, eV: 0.8
Kohn-Sham gap, hartree: 0.3243
Energy above the lowest of the compared OMol25 structures with the same formula, charge and spin, kcal/mol: 96.6
Net charge: 0

Entry from the OMol25 dataset: the molecule C3H5N3 (ωB97M-V/def2-TZVPD).

Geometry (Å):
C (0.97662, 1.21959, -0.53683)
N (-0.01806, 0.17844, -0.21262)
C (0.31986, -1.06847, 0.16326)
N (-0.69577, -1.72371, 0.66741)
C (-1.69340, -0.80746, 0.60067)
N (-1.35346, 0.36646, 0.08526)
H (1.07372, 1.46287, -1.60227)
H (0.74922, 2.13271, 0.01283)
H (1.96411, 0.87328, -0.20096)
H (1.32033, -1.46704, 0.09430)
H (-2.67353, -1.07635, 0.99222)

HOMO energy, Eh: -0.3667
E_LUMO, eV: 0.9
Kohn-Sham gap, hartree: 0.3987
SMILES string: Cn1cncn1
Energy above the lowest of the compared OMol25 structures with the same formula, charge and spin, kcal/mol: 14.7
Net charge: 0

Entry from the OMol25 dataset: the molecule C3H5N3 (ωB97M-V/def2-TZVPD).

Geometry (Å):
H (1.54727, 1.97134, -0.14407)
N (2.15219, 1.83892, 0.69429)
N (2.45065, 0.63125, 0.78758)
C (1.86404, -0.21043, -0.13582)
C (0.70990, -0.64998, -0.17296)
N (-0.50224, -1.14639, -0.15498)
C (-1.67809, -0.28652, -0.29626)
H (-0.61364, -1.95868, 0.43674)
H (-2.00474, 0.10762, 0.67421)
H (-2.49554, -0.85491, -0.74548)
H (-1.42979, 0.55778, -0.94327)

HOMO energy, Eh: -0.3274
E_LUMO, eV: 0.6
Kohn-Sham gap, hartree: 0.3485
SMILES string: [H]/N=N\C#CNC
Energy above the lowest of the compared OMol25 structures with the same formula, charge and spin, kcal/mol: 104.1
Net charge: 0

Entry from the OMol25 dataset: the molecule C3H5N3 (ωB97M-V/def2-TZVPD).

Geometry (Å):
N (1.80443, -1.38718, 0.20387)
C (0.60062, -1.02755, 0.10637)
C (-0.25394, 1.10622, -1.32770)
N (-1.16049, 1.21224, -0.40267)
C (-1.08050, 0.57305, 0.76196)
N (-0.19084, -0.40123, 1.04288)
H (2.01549, -1.95795, -0.61970)
H (0.74859, 0.71544, -1.18542)
H (-0.46271, 1.58212, -2.28853)
H (-1.78102, 0.83200, 1.54530)
H (-0.38535, -0.93951, 1.88914)

HOMO energy (spin up / spin down), Eh: -0.2695 / -0.2897
E_LUMO (spin up / spin down), eV: -0.2 / 0.0
Kohn-Sham gap (spin up / spin down), hartree: 0.2629 / 0.2885
Energy above the lowest of the compared OMol25 structures with the same formula, charge and spin, kcal/mol: 86.7
Net charge: 0

Entry from the OMol25 dataset: a cluster of 2 separate species, C3H5N3 in total (ωB97M-V/def2-TZVPD).

Geometry (Å):
C (-1.74411, -0.32192, -0.03560)
N (-0.75553, 0.44337, -0.76950)
C (0.19746, 1.07674, -0.37826)
N (1.27215, 1.62684, -0.10264)
H (-2.57088, -0.56383, -0.70569)
H (-1.29439, -1.25301, 0.32379)
H (-2.13452, 0.24042, 0.81886)
H (1.24252, 2.62637, 0.06205)
C (1.96627, -1.31652, 0.30789)
N (1.28438, -2.22756, 0.50093)
H (2.55038, -0.43186, 0.12960)

HOMO energy, Eh: -0.3719
E_LUMO, eV: 0.9
Kohn-Sham gap, hartree: 0.4037
SMILES string: CN=C=N.C#N
Energy above the lowest of the compared OMol25 structures with the same formula, charge and spin, kcal/mol: 38.2
Net charge: 0

Entry from the OMol25 dataset: a structure of composition C3H5N3 (ωB97M-V/def2-TZVPD).

Geometry (Å):
C (1.69826, -0.07959, -0.70420)
C (0.27463, -0.23257, -0.24236)
C (-0.82399, -0.91230, -0.11047)
N (-1.98450, 0.24624, 0.72088)
N (-1.22213, 1.26491, 0.98451)
N (-0.08682, 1.34392, 0.57441)
H (1.74774, 0.77213, -1.39348)
H (2.16485, -0.94199, -1.19194)
H (2.30554, 0.19254, 0.16849)
H (-1.40724, -1.80214, -0.30754)
H (-2.66634, 0.14887, 1.50171)

HOMO energy, Eh: -0.3490
E_LUMO, eV: 1.0
Kohn-Sham gap, hartree: 0.3849
Energy above the lowest of the compared OMol25 structures with the same formula, charge and spin, kcal/mol: 95.9
Net charge: 0

Entry from the OMol25 dataset: the molecule C3H5N3 (ωB97M-V/def2-TZVPD).

Geometry (Å):
N (0.80221, 1.86154, -1.32815)
C (0.02075, 0.13761, -0.21629)
N (-1.00211, 0.09810, 0.49609)
N (-0.89904, -0.99756, 1.35445)
C (-0.23333, -2.04145, 0.92886)
C (0.97033, 0.45433, -1.05019)
H (-0.15159, 2.00840, -1.64378)
H (1.02376, 2.49854, -0.57706)
H (-1.57155, -0.94047, 2.11061)
H (-0.42841, -2.84660, 1.65370)
H (1.46900, -0.23243, -1.72824)

HOMO energy, Eh: -0.3101
E_LUMO, eV: 0.3
Kohn-Sham gap, hartree: 0.3210
Energy above the lowest of the compared OMol25 structures with the same formula, charge and spin, kcal/mol: 144.8
Net charge: 0

Entry from the OMol25 dataset: a structure of composition C3H5N3 (ωB97M-V/def2-TZVPD).

Geometry (Å):
N (1.37053, 1.35957, -0.58103)
C (0.34425, 0.43673, -0.27259)
N (-0.50706, -0.17675, -1.09031)
N (-1.25970, -0.99456, -0.30983)
C (-1.03594, -1.12994, 0.97752)
C (0.37119, 0.31064, 1.07601)
H (2.15530, 0.99243, -1.08764)
H (1.08942, 2.29468, -0.81759)
H (-2.01526, -1.44201, -0.83558)
H (-1.85159, -1.82916, 1.36016)
H (1.33885, 0.17836, 1.58089)

HOMO energy, Eh: -0.3057
E_LUMO, eV: 1.0
Kohn-Sham gap, hartree: 0.3429
Energy above the lowest of the compared OMol25 structures with the same formula, charge and spin, kcal/mol: 112.0
Net charge: 0

Entry from the OMol25 dataset: a structure of composition C3H5N3 (ωB97M-V/def2-TZVPD).

Geometry (Å):
N (-1.56512, 1.58984, -0.27165)
C (-0.56444, 0.70918, -0.00559)
C (-0.52372, -0.76396, 0.03500)
N (0.78849, -1.33623, -0.17690)
C (1.77379, -0.54114, -0.18809)
N (0.12616, 1.67085, 0.39451)
H (-2.36643, 1.27076, 0.30378)
H (-0.90319, -1.08023, 1.01847)
H (-1.23867, -1.12981, -0.70957)
H (2.77261, -0.93658, -0.34971)
H (1.70053, 0.54732, -0.05025)

HOMO energy, Eh: -0.3563
E_LUMO, eV: 0.0
Kohn-Sham gap, hartree: 0.3567
Energy above the lowest of the compared OMol25 structures with the same formula, charge and spin, kcal/mol: 106.0
Net charge: 0

Entry from the OMol25 dataset: the ion C3H5N3 with charge +2 (ωB97M-V/def2-TZVPD).

Geometry (Å):
C (0.12452, -1.67100, 0.62505)
N (0.17285, -0.45269, 0.18078)
C (0.72396, 0.73797, 0.82404)
N (0.37745, 1.72863, 0.14474)
N (-0.38399, 1.38253, -0.86571)
C (-0.63808, 0.07631, -0.92116)
H (-0.43017, -2.36282, 0.12281)
H (0.66593, -1.93089, 1.47839)
H (1.25900, 0.70754, 1.83759)
H (-0.68501, 2.15336, -1.64304)
H (-1.18645, -0.36895, -1.78349)

HOMO energy, Eh: -0.8173
E_LUMO, eV: -13.0
Kohn-Sham gap, hartree: 0.3386
SMILES string: C=[N+]1C=N[NH+]=C1
Energy above the lowest of the compared OMol25 structures with the same formula, charge and spin, kcal/mol: 30.6
Net charge: +2

Entry from the OMol25 dataset: a cluster of 2 separate species, C3H5N3O in total (ωB97M-V/def2-TZVPD).

Geometry (Å):
N (1.61252, -0.48296, 0.45168)
C (1.00292, 0.22273, -0.23226)
C (0.30241, 1.12090, -1.17598)
O (1.20000, 1.99471, -1.81129)
H (-0.26470, 0.49741, -1.88147)
H (-0.41753, 1.72960, -0.62479)
H (1.88955, 1.46840, -2.23650)
N (-0.39084, -1.55372, 2.52073)
C (-1.10236, -1.18054, 1.60301)
N (-1.84355, -0.67098, 0.76086)
H (0.54659, -1.86492, 2.28605)
H (-2.53500, -1.28063, 0.33995)

HOMO energy, Eh: -0.3863
E_LUMO, eV: 0.6
Kohn-Sham gap, hartree: 0.4074
SMILES string: N#CCO.N=C=N
Energy above the lowest of the compared OMol25 structures with the same formula, charge and spin, kcal/mol: 48.5
Net charge: 0

Entry from the OMol25 dataset: the molecule C3H5N3O (ωB97M-V/def2-TZVPD).

Geometry (Å):
H (-2.72689, -1.06212, 0.02159)
N (-2.49074, -0.09007, -0.15375)
C (-1.21360, 0.08966, 0.01249)
C (-0.04447, -0.81477, -0.05587)
N (0.97541, 0.16584, -0.36299)
O (2.40089, -0.12461, -0.10654)
C (0.44837, 1.45003, -0.06908)
N (-0.79343, 1.47087, -0.03683)
H (-0.07858, -1.50561, -0.90367)
H (0.18031, -1.34953, 0.83909)
H (2.26094, -0.46225, 0.80844)
H (1.08179, 2.23256, 0.00712)

HOMO energy, Eh: -0.3395
E_LUMO, eV: 0.4
Kohn-Sham gap, hartree: 0.3531
SMILES string: [H]/N=C1\CN(O)C=N1
Energy above the lowest of the compared OMol25 structures with the same formula, charge and spin, kcal/mol: 89.7
Net charge: 0

Entry from the OMol25 dataset: the molecule C3H5N3O (ωB97M-V/def2-TZVPD).

Geometry (Å):
N (1.19412, -0.16603, 1.28510)
C (0.21282, -0.45724, 0.32362)
C (-0.34155, -1.63405, -0.05241)
O (-1.17802, -1.45693, -1.09221)
N (-1.19852, -0.12445, -1.42540)
C (-0.38616, 0.47105, -0.59015)
N (-0.26854, 1.85610, -0.57646)
H (0.96449, 0.65638, 1.83155)
H (1.34829, -0.94596, 1.91353)
H (-0.24833, -2.64613, 0.31325)
H (0.68672, 2.19096, -0.57922)
H (-0.78531, 2.25631, -1.35120)

HOMO energy, Eh: -0.3162
E_LUMO, eV: 0.9
Kohn-Sham gap, hartree: 0.3487
SMILES string: Nc1conc1N
Energy above the lowest of the compared OMol25 structures with the same formula, charge and spin, kcal/mol: 49.0
Net charge: 0

Entry from the OMol25 dataset: the molecule C3H5N3O (ωB97M-V/def2-TZVPD).

Geometry (Å):
O (-2.25069, 1.05475, -0.06998)
C (-1.68279, -0.22285, 0.08928)
C (-0.18068, -0.18423, 0.07407)
N (0.61286, -1.07855, 0.72655)
C (1.82412, -0.65163, 0.44231)
N (1.75656, 0.43397, -0.34651)
N (0.46995, 0.74918, -0.59311)
H (-1.75454, 1.50219, -0.76876)
H (-2.03954, -0.91990, -0.68599)
H (-2.01263, -0.61626, 1.05423)
H (2.75767, -1.07604, 0.78847)
H (2.49971, 1.00937, -0.71054)

HOMO energy, Eh: -0.3696
E_LUMO, eV: 0.8
Kohn-Sham gap, hartree: 0.4000
SMILES string: OCc1nc[nH]n1
Energy above the lowest of the compared OMol25 structures with the same formula, charge and spin, kcal/mol: 25.8
Net charge: 0

Values for max |F|, eV/A, ordered as above
0.7; 0.5; 0.5; 0.8; 1.0; 2.5; 0.7; 0.7; 0.7; 0.9; 1.2; 2.5; 0.9; 5.2; 1.5; 4.5; 1.1; 4.7; 0.4; 0.3